(P)
A 10-piece molecular cluster, C6H29NO9 overall, computed with ωB97M-V/def2-TZVPD.

Summary:
SMILES: C=C/C(=C/C)NC.O.O.O.O.O.O.O.O.O
Highest occupied orbital energy in eV: -7.8
Frontier orbital gap in eV: 7.9484
LUMO in eV: 0.19

```
! wB97M-V def2-TZVPD RIJCOSX def2/J DEFGRID3
* xyz 0 1
C -0.92893 0.53700 1.39884
N -0.94410 1.16438 0.09395
C -0.13274 2.29856 -0.19723
C 0.17044 3.27811 0.65679
C -0.10066 3.61870 2.06006
C 1.26371 1.89351 -2.29461
C 0.18600 2.42281 -1.65299
H -1.06383 1.39282 2.10009
H -0.16415 -0.14126 1.73908
H -1.87832 -0.03110 1.47947
H -0.95412 0.48843 -0.64523
H 0.81109 4.10820 0.16207
H -1.16260 3.98111 2.42658
H 0.28811 4.56115 2.46936
H -0.14559 2.78747 2.73736
H 1.38718 1.86347 -3.35483
H 2.10968 1.34912 -1.83892
H -0.47399 3.05183 -2.26016
H 2.97099 -1.82356 0.28041
H 3.99831 -1.49573 1.33047
O 3.86396 -2.10424 0.56574
H -2.38424 -3.83729 -0.31696
H -1.42865 -3.18743 0.70871
O -2.24445 -3.02600 0.17529
H 0.41060 -1.13715 -2.22718
H 1.57186 -0.68256 -3.11248
O 1.30196 -0.72956 -2.19622
H -1.54042 -2.47287 -1.06279
H -1.58188 -1.60835 -2.29657
O -0.90752 -2.12152 -1.81175
H -2.40341 4.75878 -0.88304
H -2.33534 3.57375 -1.80538
O -1.95832 4.46492 -1.68685
H 2.75306 -3.22924 1.72445
H 2.26263 -4.10637 0.70215
O 1.87586 -3.58648 1.50819
H 2.21450 -3.30021 -1.25627
H 3.45750 -4.17443 -1.06646
O 2.50867 -4.15521 -0.94299
H 0.23792 -3.99160 1.99669
H -0.76488 -4.75436 2.82010
O -0.76272 -4.11235 2.10868
H -3.83740 2.53024 0.39624
H -2.40509 2.52673 0.64140
O -3.14068 3.15781 0.62673
*
```

***

(Q)
A 9-piece molecular cluster, C6H29NO9 overall, computed with ωB97M-V/def2-TZVPD.

Summary:
SMILES: CCCCNCC=O.O.O.O.O.O.O.O.O
Highest occupied orbital energy in eV: -9.7
Frontier orbital gap in eV: 10.1424
LUMO in eV: 0.46

```
! wB97M-V def2-TZVPD RIJCOSX def2/J DEFGRID3
* xyz 0 1
C 0.59813 -2.09569 1.50163
N 0.35239 -1.53247 2.85496
C -1.09859 -1.17367 3.04213
C -1.11771 0.33858 2.86771
O -2.07152 0.89736 2.37163
C 0.65988 -0.95107 0.45145
C 2.97640 -0.86423 -0.50225
C 1.98435 -0.20697 0.47116
H -0.16315 -2.87121 1.18833
H 1.61052 -2.61071 1.50388
H 0.63109 -2.14899 3.53391
H -1.45086 -1.45344 4.05152
H -1.80623 -1.69250 2.33292
H -0.22756 0.94612 3.21935
H 0.49823 -1.36428 -0.52800
H -0.16630 -0.19871 0.65094
H 2.65397 -0.75642 -1.53866
H 3.04345 -1.98000 -0.31440
H 3.98725 -0.46717 -0.42752
H 1.81345 0.85077 0.15631
H 2.42924 -0.15846 1.41953
H 2.92961 1.71883 -1.43391
H 1.98638 2.92709 -1.46738
O 2.45165 2.28680 -2.01150
H -1.38363 1.86199 -0.39695
H -1.40834 2.06420 1.05762
O -0.83580 2.19408 0.36366
H -3.22567 0.11746 1.19596
H -3.04494 -1.02576 0.24799
O -3.60782 -0.26562 0.46943
H -1.44843 -1.57650 -1.19393
H -2.61710 -2.65498 -1.02293
O -1.99887 -2.11237 -0.57264
H 0.31267 3.36735 -0.06123
H 1.51237 4.07633 0.54028
O 1.14429 3.85707 -0.27676
H -0.54875 -1.69994 -2.95923
H -0.24057 -0.22218 -2.94674
O -0.94176 -0.91438 -2.71237
H -2.97910 0.61559 -0.84961
H -1.84526 0.35053 -1.92596
O -2.37381 1.03455 -1.50953
H 1.45337 1.33733 -3.00860
H 0.61981 1.39286 -4.21591
O 0.95323 0.76280 -3.61627
*
```

***

(R)
A 9-piece molecular cluster, C6H29NO9 overall, computed with ωB97M-V/def2-TZVPD.

Summary:
SMILES: CCN[C@@H](C)CC=O.O.O.O.O.O.O.O.O
Highest occupied orbital energy in eV: -9.6
Frontier orbital gap in eV: 9.8340
LUMO in eV: 0.23

```
! wB97M-V def2-TZVPD RIJCOSX def2/J DEFGRID3
* xyz 0 1
C 0.64003 -1.93566 0.68977
N 0.65933 -0.58577 0.06379
C 0.75240 0.48489 1.11415
C 0.20826 1.93314 0.48849
C -0.44627 2.79979 1.56161
O -0.91819 2.27129 2.55873
C 2.20475 0.57881 1.56762
C -0.03563 -2.85250 -0.26219
H 1.57174 -2.36083 1.13313
H -0.08678 -1.91542 1.65600
H 1.49884 -0.41317 -0.52447
H 0.12552 0.39529 2.10754
H 1.08248 2.48882 0.04285
H -0.50916 1.64812 -0.27299
H -0.51380 3.91377 1.55289
H 2.40414 -0.47223 2.10156
H 2.75597 0.63232 0.63998
H 2.44344 1.48796 2.12830
H 0.64465 -2.99447 -1.18204
H -0.88937 -2.30554 -0.70067
H -0.18165 -3.90270 0.11292
H -1.64292 -0.63589 -0.12153
H -3.07116 -0.39117 0.22943
O -2.52726 -0.46578 -0.54494
H -1.69703 -1.01397 -2.51622
H -0.80397 0.03124 -1.84412
O -1.22247 -0.11353 -2.75845
H 1.11302 0.40666 -2.57181
H 1.63069 0.35119 -4.13039
O 1.75762 -0.00023 -3.17192
H -2.92233 1.97396 -0.07576
H -3.01765 1.79688 -1.44924
O -2.77628 2.41543 -0.88330
H -1.03012 -0.42193 3.53663
H -0.27197 -1.64345 3.83000
O -1.10070 -1.34486 3.50128
H -2.11135 -0.44172 2.29171
H -2.26509 1.04098 2.31862
O -2.61874 0.29053 1.95319
H 1.99685 -1.78170 -2.87727
H 2.16280 -2.51377 -4.13121
O 1.95180 -2.61860 -3.17965
H 3.65950 0.64502 -1.99601
H 4.42772 -0.06159 -0.88225
O 3.57179 0.12910 -1.20104
*
```

***

Decreasing stability: (Q), (P), (R)

***

(P)
A 3-piece molecular cluster, C6H10N3O overall, computed with ωB97M-V/def2-TZVPD.

Summary:
Highest occupied orbital energy (alpha / beta) in eV: -9.1 / -14.2
Frontier orbital gap (alpha / beta) in eV: 6.4109 / 7.0076
LUMO (alpha / beta) in eV: -2.71 / -7.24

```
! wB97M-V def2-TZVPD RIJCOSX def2/J DEFGRID3
* xyz 1 3
C 1.30015 1.70385 -0.12559
C 1.50507 0.39912 -0.00572
C -0.48072 0.68267 -0.83054
C -3.30964 -0.02757 0.32718
C 2.67418 -0.31851 0.65202
C 0.05314 -1.63208 -0.42069
N 0.35259 -0.25120 -0.34564
N 0.05067 1.85357 -0.65022
N -3.20065 -0.38948 1.52323
O -3.39454 0.27673 -0.73908
H 1.92201 2.60497 -0.06428
H 3.46353 -0.34858 -0.00261
H 3.04567 0.17326 1.55463
H 2.31441 -1.25861 0.86170
H -0.95678 -1.46661 -0.81558
H 0.75453 -2.16565 -1.21068
H -0.07746 -2.32462 0.47636
H -0.27935 2.69699 -1.01894
H -1.83565 0.61829 -1.38932
H -3.90114 -0.82656 2.22377
*
```

***

(Q)
C6H10N3O as an isolated structure, computed with ωB97M-V/def2-TZVPD.

Summary:
Highest occupied orbital energy (alpha / beta) in eV: -9.6 / -13.7
Frontier orbital gap (alpha / beta) in eV: 6.0816 / 6.4072
LUMO (alpha / beta) in eV: -3.49 / -7.27

```
! wB97M-V def2-TZVPD RIJCOSX def2/J DEFGRID3
* xyz 1 3
C 1.23344 0.53898 -2.48247
C 0.66622 1.73716 -3.06491
C 1.04484 0.26559 -1.11723
C -0.00391 2.65627 -2.23100
C -1.32874 -2.59371 1.89243
C 0.31674 1.25283 -0.48791
N -0.16397 2.33291 -0.93956
N 0.17216 1.21528 1.48464
N -1.21507 -3.60756 2.71462
O -0.86839 -1.48026 2.09252
H 1.91212 -0.13542 -3.09147
H 0.83480 2.05331 -4.05251
H 1.27450 -0.66930 -0.66953
H -0.49234 3.58622 -2.57778
H -1.66876 -2.79845 0.84049
H -0.29605 0.27768 1.90157
H 1.18346 1.39809 1.79820
H -1.52582 -4.53531 2.67490
H -0.40994 2.00059 1.61585
H -0.66530 -3.49489 3.69912
*
```

***

Decreasing stability: (Q), (P)

***

(P)
A 2-piece molecular cluster, C2H2O3S overall, computed with ωB97M-V/def2-TZVPD.

Summary:
Highest occupied orbital energy in eV: -9.6
Frontier orbital gap in eV: 8.5077
LUMO in eV: -1.04

```
! wB97M-V def2-TZVPD RIJCOSX def2/J DEFGRID3
* xyz 0 1
C -0.10089 -0.42832 -1.09306
C -1.35553 -1.01324 -0.82153
O 2.08095 0.31306 2.05090
O 0.49912 2.08559 1.24439
O 0.83608 0.23687 -1.09303
S 1.68352 1.24071 0.97959
H -1.64833 -1.99225 -1.21125
H -1.99491 -0.44243 -0.05602
*
```

***

(Q)
One molecule with the formula C2H2O3S, computed with ωB97M-V/def2-TZVPD.

Summary:
SMILES: O=C(O)C(=O)S
Highest occupied orbital energy in eV: -10.1
Frontier orbital gap in eV: 9.6750
LUMO in eV: -0.47

```
! wB97M-V def2-TZVPD RIJCOSX def2/J DEFGRID3
* xyz 0 1
C -0.42846 0.10402 0.70713
C 0.37231 -0.30645 -0.55193
H -2.19483 -0.08166 1.62567
H 2.12296 0.28262 -1.95417
O -1.49662 -0.75017 1.06179
O -0.11738 1.16517 1.25592
O 0.71577 -1.43430 -0.83044
S 1.02625 1.02078 -1.31398
*
```

***

Decreasing stability: (Q), (P)

***

(P)
C2H2O3S as an isolated structure, computed with ωB97M-V/def2-TZVPD.

Summary:
Highest occupied orbital energy in eV: -10.8
Frontier orbital gap in eV: 8.4155
LUMO in eV: -2.36

```
! wB97M-V def2-TZVPD RIJCOSX def2/J DEFGRID3
* xyz 0 1
C -0.24692 0.32485 -0.50083
C 1.26458 0.30703 -0.32950
O -1.83462 -0.09693 1.50960
O -2.28265 -1.30080 -0.61357
O 0.82126 0.95529 0.79793
S -1.34756 -0.65057 0.30774
H 1.79437 -0.62427 -0.08884
H 1.83153 1.08540 -1.08252
*
```

***

(Q)
One molecule with the formula C2H2O3S, computed with ωB97M-V/def2-TZVPD.

Summary:
SMILES: O=C(O)C(=O)S
Highest occupied orbital energy in eV: -10.5
Frontier orbital gap in eV: 10.1042
LUMO in eV: -0.39

```
! wB97M-V def2-TZVPD RIJCOSX def2/J DEFGRID3
* xyz 0 1
C -0.39016 0.21291 0.35446
C 0.83841 -0.72023 0.03613
H -2.00278 1.66553 -0.40266
H 0.70785 -0.96407 1.85259
O -0.89387 0.18476 1.45086
O 1.27419 -1.33257 1.11632
O 1.29546 -0.84487 -1.04318
S -0.92505 1.14275 -0.99910
*
```

***

Decreasing stability: (Q), (P)

***

(P)
One molecule with the formula C19H23NO4, computed with ωB97M-V/def2-TZVPD.

Summary:
SMILES: Cc1ccccc1OCc1ccc(C(=O)N2C[C@@H](C)O[C@@H](C)C2)o1
Highest occupied orbital energy in eV: -8.6
Frontier orbital gap in eV: 9.2437
LUMO in eV: 0.65

```
! wB97M-V def2-TZVPD RIJCOSX def2/J DEFGRID3
* xyz 0 1
C -1.44968 3.66986 2.74701
C -0.07209 4.20745 2.51748
C 0.21614 5.55596 2.61654
C 1.49933 6.03506 2.40125
C 2.51013 5.15230 2.07941
C 2.24758 3.79470 1.97285
C 0.96375 3.31762 2.19187
O 0.59692 2.00173 2.11361
C 1.59296 1.03195 1.85991
C 0.94471 -0.31015 1.93841
C 0.47904 -1.02417 3.00598
C -0.07490 -2.20507 2.47607
C 0.08988 -2.14027 1.11338
O 0.71093 -0.97812 0.79169
C -0.36708 -3.17969 0.17240
O -0.97801 -4.13659 0.63079
N -0.08832 -3.09633 -1.15179
C 0.48673 -1.99648 -1.88845
H 0.90368 -1.24846 -1.22272
H 1.28421 -2.39411 -2.52851
C -0.59327 -1.36455 -2.78646
C -0.01859 -0.25024 -3.64852
H 0.37572 0.54427 -3.02162
H 0.77604 -0.64378 -4.27651
H -0.79672 0.15188 -4.29046
O -1.14264 -2.34121 -3.64610
C -1.71639 -3.42487 -2.93666
C -2.28430 -4.40234 -3.95402
H -1.48611 -4.77988 -4.58719
H -2.76410 -5.23244 -3.44439
H -3.01177 -3.89564 -4.58141
C -0.66046 -4.08923 -2.04103
H -1.10898 -4.87401 -1.43185
H 0.13613 -4.50822 -2.66467
H -2.52394 -3.04092 -2.28833
H -1.39189 -0.96612 -2.13441
H -0.53717 -3.01126 3.00638
H 0.52661 -0.73506 4.03537
H 2.02327 1.16851 0.85801
H 2.39196 1.10210 2.61187
H 3.05294 3.12361 1.71717
H 3.51396 5.51112 1.90744
H 1.70386 7.09149 2.48492
H -0.57780 6.24417 2.86837
H -1.43518 2.93449 3.54992
H -2.13988 4.46852 3.00465
H -1.80721 3.16239 1.85235
*
```

***

(Q)
One molecule with the formula C19H23NO4, computed with ωB97M-V/def2-TZVPD.

Summary:
SMILES: CCCOc1ccc(OCC(=O)c2[nH]c(C)c(C(C)=O)c2C)cc1
Highest occupied orbital energy in eV: -8.2
Frontier orbital gap in eV: 8.6900
LUMO in eV: 0.50

```
! wB97M-V def2-TZVPD RIJCOSX def2/J DEFGRID3
* xyz 0 1
C -6.62688 -1.37308 0.24122
C -5.57994 -0.44800 -0.36420
C -4.40905 -1.24302 -0.94674
O -3.43553 -0.42069 -1.55410
C -2.55984 0.27977 -0.78049
C -2.44451 0.19368 0.60356
C -1.49012 0.94156 1.26657
C -0.63603 1.79027 0.57271
C -0.74509 1.88000 -0.80920
C -1.69824 1.13201 -1.46999
H -1.78886 1.19154 -2.54257
H -0.09527 2.52016 -1.38319
O 0.28267 2.47229 1.33958
C 1.18398 3.33846 0.68595
C 2.16363 2.68797 -0.30703
O 2.53929 3.34188 -1.26354
C 2.59861 1.34423 -0.02355
C 3.38234 0.48601 -0.79138
C 3.48772 -0.73756 -0.07258
C 2.76711 -0.57657 1.11827
N 2.25839 0.66304 1.12632
H 1.66481 1.04998 1.84625
C 2.51870 -1.47243 2.27778
H 3.45335 -1.80225 2.72752
H 1.94157 -0.94214 3.03297
H 1.95836 -2.35611 1.97780
C 4.22994 -1.89636 -0.57031
O 4.89867 -1.84568 -1.58181
C 4.12777 -3.18419 0.21757
H 4.57182 -3.06026 1.20163
H 3.08846 -3.47864 0.33378
H 4.66568 -3.96320 -0.31723
C 3.98062 0.78266 -2.11131
H 3.71782 0.00320 -2.82436
H 3.64705 1.75159 -2.46881
H 5.06700 0.77908 -2.03199
H 0.65341 4.14085 0.15840
H 1.77461 3.79377 1.48916
H -1.40244 0.87980 2.34065
H -3.08445 -0.45218 1.18315
H -4.76821 -1.88426 -1.75709
H -3.95647 -1.88453 -0.17962
H -6.02424 0.14729 -1.16387
H -5.21003 0.24376 0.39523
H -7.01573 -2.05472 -0.51172
H -6.19739 -1.96385 1.04776
H -7.45504 -0.79515 0.64285
*
```

***

Decreasing stability: (Q), (P)